The following is a quantum chemistry calculation of a 5-piece molecular cluster, C38H75Cl2N5O10PS2 overall, from the OMol25 dataset.

Cartesian coordinates (Å):
Cl -4.202 1.625 -7.264
Cl -6.281 1.847 -5.288
S -5.146 1.031 -0.725
S -7.584 2.408 -1.625
P -1.176 2.530 -6.914
O 4.376 -2.806 2.487
O 5.647 3.576 0.863
O 1.725 1.269 -1.908
O -1.870 -4.471 6.877
O 5.923 0.774 -0.004
O 0.057 -8.501 6.333
O 1.417 -10.978 7.172
O 0.328 5.381 -4.574
O 4.117 -1.016 4.815
O 0.793 -4.170 5.651
N -1.484 1.683 -3.489
N -1.819 3.952 -3.773
N -4.722 4.772 1.427
N -2.340 2.546 -5.624
N -5.802 3.657 -0.059
C -3.752 2.807 -5.945
C 0.612 -9.468 5.450
C -5.519 5.634 0.703
C 0.245 -3.305 6.641
C 0.073 1.159 -6.830
C 5.263 -2.779 3.599
C 0.150 0.497 -8.272
C -0.445 4.170 -7.386
C -2.332 0.479 -3.607
C 4.671 3.163 1.805
C -1.839 -5.852 6.543
C -3.000 0.176 -2.212
C -6.260 4.931 -0.267
C 2.734 -0.900 4.538
C 4.514 -1.666 1.655
C -0.894 4.162 -1.365
C -6.195 2.498 -0.773
C -0.816 4.404 -8.914
C -5.295 4.097 -4.237
C -0.700 -4.050 7.563
C -2.131 5.223 -4.445
C -4.772 2.711 -4.718
C 4.545 -2.374 4.871
C -4.892 3.551 0.968
C -0.828 7.177 -3.273
C 0.716 -10.925 8.404
C -1.893 2.744 -4.316
C -0.030 1.403 -3.577
C 6.918 1.778 -0.163
C 1.057 -7.752 7.010
C 0.557 -10.861 6.047
C 0.551 1.335 -2.123
C 0.169 -4.007 4.388
C -3.525 1.455 -1.486
C 6.843 2.809 0.946
C -1.403 4.054 -2.446
C 4.822 0.958 -0.878
C -0.848 6.156 -4.435
H -0.471 -11.130 6.311
H -4.386 2.668 1.351
H -1.023 -3.371 8.359
H 0.575 -7.185 7.806
H -2.526 5.127 -5.462
H 6.839 2.254 -1.145
H -6.994 5.262 -0.998
H -0.365 1.157 -8.992
H 5.446 -1.729 1.085
H 6.113 -2.117 3.404
H 3.701 -3.043 5.068
H -4.426 2.117 -3.861
H -0.966 3.454 -9.455
H 6.932 2.330 1.926
H -3.897 3.799 -6.421
H -3.110 0.524 -4.388
H 1.095 1.504 -6.572
H -2.862 5.755 -3.802
H -6.160 3.873 -3.578
H 1.448 -10.814 9.204
H -2.213 -0.272 -1.571
H 0.485 -4.826 3.743
H -0.193 -4.900 8.031
H -1.535 8.014 -3.435
H -1.724 -0.423 -3.831
H -0.833 5.046 -6.847
H 4.500 -0.738 2.233
H 1.064 5.757 -4.075
H 1.085 -2.925 7.232
H 1.528 -7.048 6.316
H -5.566 6.715 0.857
H 1.639 -9.204 5.178
H 7.679 3.506 0.835
H 0.486 -3.061 3.935
H 0.163 -11.856 8.561
H -0.942 6.759 -5.370
H 2.439 -1.511 3.682
H -0.901 -6.132 6.062
H -0.438 -0.441 -8.244
H -0.122 5.099 -9.414
H -3.776 -0.603 -2.330
H -0.940 6.732 -2.270
H 1.816 -8.400 7.454
H 3.677 -1.655 0.956
H 7.889 1.276 -0.111
H 4.023 0.289 -0.562
H 0.008 -9.453 4.538
H -0.305 0.385 -6.142
H 2.522 0.146 4.309
H -0.256 -2.449 6.179
H 5.112 0.700 -1.903
H 1.190 0.321 -8.591
H 4.450 1.984 -0.849
H 4.524 2.080 1.788
H 0.179 7.652 -3.283
H 0.911 -11.577 5.299
H 3.729 3.648 1.546
H -2.837 1.674 -0.644
H 0.227 0.466 -4.097
H -3.543 2.364 -2.110
H -1.812 4.898 -8.903
H -2.657 -6.051 5.852
H -4.574 4.650 -3.611
H -5.702 4.666 -5.090
H -0.159 1.321 -1.254
H 0.494 2.255 -4.060
H 0.666 4.177 -7.354
H 5.650 -3.795 3.722
H -0.581 4.333 -0.343
H -0.921 -4.029 4.472
H 5.242 -2.455 5.710
H -1.988 -6.456 7.444
H 0.027 -10.077 8.441
H 2.153 -1.190 5.420
H 4.962 3.481 2.811

The total charge is +1. As for the spin multiplicity: 1.

The following is a quantum chemistry calculation of a 5-piece molecular cluster, C37H65BF6N3O14 overall, from the OMol25 dataset.

Cartesian coordinates (Å):
F -2.137 -0.543 -2.054
F -1.590 1.600 -0.616
F -0.694 0.627 -3.550
F 5.982 -1.536 -3.721
F 0.106 -1.330 -2.316
F 0.021 -0.006 0.214
O -5.014 3.667 3.842
O -11.354 4.061 1.497
O -4.362 2.261 2.285
O 0.714 -7.283 6.356
O -9.339 4.882 1.190
O 5.500 0.812 -0.800
O -1.556 -7.502 6.062
O 4.586 3.420 -6.325
O -9.794 3.789 3.160
O -0.353 -9.317 6.361
O -2.694 -3.466 1.285
O -4.443 -4.633 0.358
O -3.548 -5.150 2.408
O -2.833 3.756 3.122
N 7.237 0.615 -3.287
N 5.115 4.408 -4.069
N 4.514 1.438 -2.881
C -1.677 -6.083 5.909
C 6.266 -0.653 1.213
C 3.513 -0.754 -7.793
C -1.229 -5.644 4.526
C -4.768 4.761 4.734
C 2.892 -0.470 -4.614
C -3.794 -1.571 0.227
C -4.747 6.081 3.983
C -12.257 3.280 2.276
C -4.555 -6.149 2.548
C 3.869 5.219 -3.846
C -3.955 3.271 3.094
C -7.988 5.096 1.615
C 4.096 0.522 -5.218
C 6.016 4.291 -2.889
C -7.162 3.830 1.462
C 2.332 -1.710 -7.175
C -0.711 -0.094 -2.255
C 5.509 -3.069 0.086
C 6.350 -0.483 -2.748
C 3.270 2.103 -2.464
C 5.021 0.298 -2.088
C -10.130 4.211 2.063
C 4.964 1.583 -4.284
C 2.369 1.361 -1.293
C -0.328 0.842 -0.951
C 4.361 0.286 -6.853
C -3.362 1.818 1.370
C 0.823 1.963 -1.308
C -0.299 -7.964 6.277
C -2.670 -2.591 0.151
C 6.563 1.151 -4.529
C -3.635 -4.441 1.256
C 2.055 -1.558 -5.540
C 6.711 -2.123 0.666
C 5.021 0.057 0.358
C 0.924 -9.938 6.488
B 4.910 3.154 -4.876
H 7.539 1.332 -2.593
H -5.530 -5.674 2.700
H -1.409 -4.575 4.381
H 1.742 -2.458 -7.876
H -4.651 6.921 4.678
H -3.843 4.601 5.300
H 7.199 2.099 -4.871
H -2.705 -3.164 -0.783
H -7.959 5.476 2.643
H 1.481 -9.836 5.552
H 5.718 -4.170 0.493
H -2.737 -5.840 6.040
H 0.737 2.795 -0.458
H -0.162 -5.835 4.374
H -3.737 0.924 0.863
H 2.811 1.661 -0.235
H -12.341 3.667 3.297
H -4.774 -2.054 0.167
H -3.911 6.124 3.278
H 2.274 0.202 -1.416
H -5.591 4.771 5.458
H 8.130 0.138 -3.617
H -7.524 3.037 2.123
H 2.607 -0.445 -3.470
H -6.112 4.021 1.700
H -7.231 3.446 0.439
H 2.482 2.356 -3.325
H 4.074 6.328 -4.234
H -4.581 -6.814 1.679
H 5.838 -0.774 2.321
H 4.432 -2.792 0.521
H -1.707 -2.069 0.173
H 7.166 -2.708 1.603
H -3.763 -1.034 1.180
H -11.931 2.235 2.285
H 0.542 2.500 -2.310
H 3.617 5.353 -2.689
H -3.717 -0.849 -0.591
H 2.914 4.747 -4.329
H -1.764 -6.204 3.752
H 5.464 4.544 -1.861
H -7.572 5.878 0.971
H -3.179 2.592 0.617
H -4.320 -6.748 3.432
H -13.243 3.332 1.807
H 7.176 0.112 1.335
H 5.211 0.955 -7.356
H 6.886 5.103 -2.964
H -1.127 -5.559 6.699
H 6.701 0.349 -5.367
H 4.120 -0.665 0.164
H 0.767 -11.002 6.684
H 3.565 3.458 -6.377
H 4.594 0.876 1.118
H -2.435 1.556 1.888
H 1.223 -2.282 -5.095
H 1.492 -9.515 7.324
H 6.935 -1.003 -1.878
H 6.548 3.265 -2.720
H 7.638 -2.003 -0.077
H 3.742 -0.838 -8.957
H 3.553 3.166 -1.998
H 5.455 -3.092 -1.090
H 4.220 -0.580 -2.001
H -5.662 6.206 3.397

The total charge is +1. As for the spin multiplicity: 1.

Taking the records one at a time from the top gives frontier orbital gap values of 5.9 7.8 eV.
Taking the records one at a time from the top gives molar mass values of 928.1 900.7 g mol⁻¹.
Taking the records one at a time from the top gives max |F| values of 4.18 5.77 eV Å⁻¹.